C7H20AlO4S | ωB97M-V/def2-TZVPD

The geometry in XYZ format:
```
33
Properties=species:S:1:pos:R:3:forces:R:3
O -2.06620 -1.89256 -3.48106 0.01 -0.03 0.32
C 2.52418 3.51711 0.73923 -0.47 1.06 -0.89
H 1.09146 0.23233 -1.14033 0.27 -0.02 -0.36
H -4.26160 -2.71199 -2.43221 0.02 -0.02 0.03
H 0.89166 3.87346 4.10604 0.27 -0.07 0.07
H -0.68457 0.69805 0.68870 -0.13 0.13 0.13
H 3.35719 2.79819 0.68358 -0.23 -0.01 0.05
H 0.32419 -3.40372 -3.50273 -0.06 0.01 0.02
C -2.97958 -3.85690 -1.11509 -0.61 0.05 0.25
C -4.18615 -3.72030 -2.02658 -0.02 0.19 -0.15
H 2.43262 1.99152 2.46563 0.20 0.15 0.23
H 2.83632 4.40481 0.15611 0.10 -0.22 0.27
O 2.39009 4.00020 2.08344 0.29 -0.49 0.06
C 1.18230 2.99903 0.14224 0.45 -0.10 0.40
H -5.10621 -3.93072 -1.47791 0.07 -0.07 0.06
C 1.50184 2.96656 4.13807 0.86 -0.45 -0.22
C 0.33882 -2.60242 -2.76636 -0.03 -0.23 -0.09
H 0.37969 3.55232 0.66462 0.25 -0.15 -0.17
O -1.74439 -3.71130 -1.82016 0.28 0.04 -0.28
H 0.90106 -2.88808 -1.88173 -0.04 0.08 0.03
S -1.32017 -2.22663 -2.29665 0.54 0.11 0.23
H 0.75862 -1.69851 -3.20205 -0.08 0.10 0.14
H 2.03850 2.85897 5.09252 -0.47 0.24 -0.01
C 2.57304 2.93714 3.00778 -0.82 -0.43 0.02
H 3.60331 2.92781 3.41149 -0.27 0.27 -0.03
H -4.10912 -4.40639 -2.87136 -0.01 -0.04 0.05
H 1.79334 0.25639 1.37798 0.27 0.03 0.14
H -3.02533 -3.14432 -0.28775 0.12 0.08 -0.10
H 0.84727 2.09217 4.02533 0.02 0.30 0.03
Al 0.85475 0.98443 0.27049 -0.49 0.03 0.00
H -2.96691 -4.85678 -0.67985 0.27 0.01 -0.08
H 1.12642 3.32492 -0.91457 0.05 -0.18 0.31
O -1.29645 -1.36481 -1.15684 -0.61 -0.37 -0.46
```
Forces are in eV/Å.

Output
* energy relative to the best compared isomer or geometry (same formula, charge and spin): 0.1869 eV
* highest occupied orbital energy: -4.420 eV
* lowest unoccupied orbital energy: 0.1010 Eh
* net charge: -1
* Kohn-Sham gap: 0.26348 Ha



C18H18N2O4 | ωB97M-V/def2-TZVPD

The geometry in XYZ format:
```
42
Properties=species:S:1:pos:R:3:forces:R:3
C -1.40700 1.36850 -0.92432 -0.23 0.24 0.08
O 2.96537 1.13341 -0.49339 -0.25 -0.36 -0.20
H -6.65588 -0.76077 0.44933 -0.09 0.01 -0.01
C -4.90224 -1.78059 1.13365 -0.05 -0.14 0.07
C 2.47686 -2.98641 -0.58213 -0.02 -0.09 0.00
C 3.96955 -1.09829 -0.52802 0.08 0.28 -0.01
H 4.76017 0.54960 1.56633 0.05 -0.05 0.08
H 5.00283 1.43925 -0.75592 -0.11 0.06 0.00
H -2.97796 -2.58004 1.62202 0.05 -0.05 0.04
C -2.81129 -0.86512 0.37379 0.12 0.09 -0.06
H 3.98307 2.82934 -0.33194 0.10 -0.15 -0.03
H -5.41822 0.90492 -0.84754 0.01 0.02 -0.02
O -0.59458 -0.52356 -2.25758 -0.07 -0.03 -0.03
C -3.51916 -1.81208 1.08905 -0.07 -0.02 0.04
H -1.19131 2.15202 -1.66166 0.00 -0.19 0.14
H -5.44672 -2.52077 1.69921 -0.04 -0.07 0.05
H -1.73587 -0.92675 0.35417 0.08 -0.04 0.07
H 5.31647 2.22828 1.64330 0.12 0.05 0.03
H -1.66084 1.50333 1.24314 0.07 0.00 -0.02
C -0.50294 0.18918 -1.30046 -0.20 0.22 -0.27
C -0.93588 1.78723 0.47587 0.03 0.09 -0.04
C 2.89181 -0.22127 -0.47183 -0.27 -0.14 -0.03
O 1.07605 1.08981 1.65679 0.06 -0.03 0.10
C -5.57652 -0.79393 0.43533 0.06 -0.04 0.07
H 0.38393 -2.51477 -0.50275 -0.11 -0.01 0.00
H 4.60931 -3.12679 -0.63298 0.07 -0.05 0.00
H 3.61350 1.83107 1.94765 -0.03 0.03 0.07
N 0.49545 0.12648 -0.34452 0.47 -0.35 -0.09
C 0.34140 1.00632 0.71211 -0.38 0.33 0.29
H -0.74010 2.85502 0.57346 0.02 -0.06 0.01
N -2.80893 1.08029 -1.08590 0.27 0.19 -0.35
C -4.88128 0.15549 -0.28669 -0.06 0.19 -0.08
C 1.59867 -0.76504 -0.44209 0.27 0.09 0.04
C 4.17234 1.77342 -0.12134 0.37 0.21 0.29
H 2.32014 -4.05215 -0.63345 -0.01 -0.10 -0.01
C 4.49155 1.58211 1.35672 -0.20 -0.04 -0.32
O -3.54095 2.20631 -1.47587 -0.03 -0.03 -0.12
C -3.48478 0.13766 -0.32507 -0.38 0.02 0.05
H 4.97996 -0.72161 -0.54664 0.08 0.08 0.02
C 1.39193 -2.13006 -0.50756 0.11 0.14 0.02
C 3.75747 -2.46519 -0.58297 -0.06 -0.03 0.00
H -3.80534 2.71613 -0.68931 0.18 -0.25 0.12
```
Forces are in eV/Å.

Output
* SMILES string: CCOc1ccccc1N1C(=O)C[C@H](N(O)c2ccccc2)C1=O
* energy relative to the best compared isomer or geometry (same formula, charge and spin): 2.6481 eV
* highest occupied orbital energy: -8.180 eV
* lowest unoccupied orbital energy: 0.0228 Eh
* Kohn-Sham gap: 0.32342 Ha



C4H12 | ωB97M-V/def2-TZVPD

The geometry in XYZ format:
```
16
Properties=species:S:1:pos:R:3:forces:R:3
C 1.74100 0.03816 -0.15149 -1.47 -0.48 -0.96
H 1.52884 0.77163 -0.95302 0.52 -0.20 0.31
H -3.49474 0.69766 1.16033 0.11 -0.67 -0.28
H 0.95283 -0.72185 -0.33720 0.22 0.38 0.44
H -1.35100 -0.04554 -0.82741 0.61 0.61 0.49
C -2.00908 0.67738 -0.31843 0.00 -1.46 -0.89
C -2.78456 -0.07446 0.75869 -1.99 2.24 -0.04
H 3.88297 0.01976 -0.50094 0.16 0.30 0.16
H 1.49694 0.52732 0.78475 0.34 -0.02 0.27
H -1.54435 1.56786 0.07113 0.57 0.11 -0.10
H 3.04105 -1.30966 -1.17275 0.02 -0.20 0.46
H -2.28791 -0.34326 1.68361 0.60 -0.71 -0.41
H 3.37694 -1.21860 0.60976 -0.24 -0.21 -0.13
C 3.07284 -0.66894 -0.28093 0.47 0.42 -0.54
H -3.42848 -0.81532 0.27497 0.40 -0.37 0.58
H -2.63930 0.94661 -1.18022 -0.31 0.26 0.62
```
Forces are in eV/Å.

Output
* SMILES string: CC.CC
* energy relative to the best compared isomer or geometry (same formula, charge and spin): 0.4646 eV
* highest occupied orbital energy: -11.187 eV
* lowest unoccupied orbital energy: 0.0416 Eh
* Kohn-Sham gap: 0.45269 Ha